Below is a molecular structure, C39H87AsF15O33S9, with properties calculated with ωB97M-V/def2-TZVPD.

- frontier orbital gap (eV) = 10.642
- total charge = -1

Last column: Mulliken charge in e.
CARTESIAN COORDINATES (ANGSTROEM)
As1 -0.22 0.35 0.06  2.307
S1 -5.66 1.57 -1.16  1.025
S2 2.63 4.91 1.85  1.261
S3 -7.37 -0.20 3.53  1.130
S4 1.20 -0.19 6.24  1.192
S5 -2.46 -6.09 -3.84  1.006
S6 -4.32 -3.05 -1.19  1.140
S7 4.88 -1.66 2.28  1.047
S8 4.90 2.82 -1.00  0.802
S9 2.59 -0.75 -4.86  1.043
F1 -3.24 0.65 -7.54  -0.195
F2 -1.86 0.08 0.82  -0.406
F3 -1.78 0.13 -9.07  -0.265
F4 1.34 -5.96 1.30  -0.227
F5 -1.29 2.38 3.43  -0.078
F6 -1.21 4.30 4.46  -0.202
F7 0.11 -1.43 0.07  -0.502
F8 -0.48 2.10 -0.15  -0.603
F9 1.41 0.57 -0.66  -0.447
F10 0.49 0.46 1.71  -0.405
F11 -2.27 2.55 5.35  -0.253
F12 2.24 -4.07 0.66  0.063
F13 2.40 -4.85 2.69  -0.229
F14 -3.46 1.19 -9.58  -0.271
F15 -0.95 0.25 -1.58  -0.530
O1 5.39 4.19 -0.97  -0.636
O2 -1.26 3.01 -9.30  -0.597
O3 -5.06 -2.04 -0.37  -0.578
O4 4.03 -7.05 1.50  -0.602
O5 -8.03 1.12 3.46  -0.643
O6 -1.75 2.84 -7.11  -0.132
O7 2.69 5.19 0.41  -0.598
O8 -1.20 -5.70 -2.84  -0.025
O9 -5.13 -3.95 -2.03  -0.636
O10 -3.59 -4.06 -0.15  -0.360
O11 1.50 1.27 6.24  -0.571
O12 -4.80 0.81 -2.09  -0.445
O13 4.56 -5.26 0.07  -0.116
O14 4.70 2.04 0.24  -0.492
O15 1.28 5.69 2.57  -0.377
O16 -5.26 3.18 -1.19  -0.486
O17 -0.14 -0.75 6.55  -0.640
O18 -7.62 -1.21 2.51  -0.590
O19 6.43 -1.63 1.70  -0.379
O20 5.83 1.82 -1.97  -0.009
O21 1.09 -0.43 -5.54  -0.476
O22 3.79 5.03 2.74  -0.638
O23 3.24 -1.76 -5.67  -0.681
O24 -4.38 3.64 4.05  -0.280
O25 -3.09 4.18 2.31  -0.549
O26 4.62 -2.99 2.70  -0.539
O27 3.29 0.45 -4.46  -0.473
O28 2.36 -0.92 7.22  -0.403
O29 -7.12 1.53 -1.34  -0.646
O30 4.74 -0.57 3.24  -0.627
O31 -2.14 -7.12 -4.86  -0.636
O32 -5.72 0.08 3.51  -0.018
O33 -3.15 -4.83 -4.17  -0.509
C1 6.77 -4.63 -0.34  -0.991
C2 3.73 -5.92 1.02  0.061
C3 6.98 1.34 -4.02  -1.228
C4 -1.00 4.26 -5.21  -0.542
C5 -0.33 -6.71 -2.40  -0.536
C6 -1.01 0.44 -5.23  -0.964
C7 2.40 -5.16 1.42  0.964
C8 -2.60 1.06 -8.62  0.901
C9 4.00 -1.29 0.68  0.270
C10 -1.93 3.21 4.20  0.691
C11 -3.46 -0.50 3.86  -0.617
C12 -4.84 -1.07 3.46  -0.073
C13 3.64 0.56 8.62  -1.179
C14 -7.69 -0.91 5.21  -0.953
C15 -3.87 3.45 -1.21  1.144
C16 1.93 -1.65 -3.35  -0.574
C17 -3.51 4.36 -2.40  -1.601
C18 6.45 2.43 -3.10  -0.232
C19 2.03 3.17 1.98  0.228
C20 -0.63 7.02 2.42  -1.469
C21 0.44 0.71 -5.02  0.422
C22 3.30 2.79 -1.96  -0.469
C23 1.76 -0.83 4.69  -0.621
C24 -3.22 3.64 3.38  0.512
C25 -5.61 3.98 3.33  0.544
C26 0.08 5.82 1.88  0.510
C27 3.66 -0.33 7.34  -0.060
C28 -1.05 4.07 -6.76  -0.517
C29 -6.33 5.06 4.16  -1.519
C30 6.97 -0.38 1.38  -0.115
C31 0.86 -5.92 -1.86  -0.714
C32 -1.90 2.42 -8.37  0.361
C33 7.39 -0.48 -0.09  -0.872
C34 -3.57 -6.95 -2.61  -0.935
C35 -5.12 1.20 0.60  0.306
C36 5.82 -5.81 -0.25  -0.452
C37 -2.84 -2.43 -2.04  -0.239
C38 -1.64 -4.56 1.36  -1.468
C39 -2.68 -3.57 0.91  1.075
H1 -2.13 -1.85 -1.44  -0.122
H2 -0.86 -4.22 2.03  0.347
H3 2.65 -0.29 4.39  0.135
H4 1.12 -2.31 -3.68  0.376
H5 6.18 -6.63 0.37  0.397
H6 -5.47 4.16 2.27  0.232
H7 2.43 2.46 1.26  -0.194
H8 -3.19 0.44 3.37  -0.243
H9 3.79 0.25 6.43  0.188
H10 6.98 -4.23 0.66  0.208
H11 6.20 0.38 1.48  0.081
H12 -0.08 7.94 2.19  0.413
H13 -4.11 5.26 -2.47  0.331
H14 -3.78 3.83 -3.31  0.324
H15 -0.07 4.14 -7.23  0.347
H16 -1.67 7.05 2.10  0.332
H17 7.28 3.12 -2.95  0.282
H18 0.71 1.59 -5.60  0.280
H19 -2.71 -1.18 3.48  0.274
H20 2.21 2.84 3.00  0.379
H21 -2.11 -5.34 1.95  0.475
H22 1.34 -5.46 -2.73  0.372
H23 -4.82 -1.40 2.42  -0.093
H24 1.59 -6.63 -1.47  0.338
H25 -1.55 4.93 -7.19  0.484
H26 -0.82 -7.26 -1.60  0.329
H27 -7.15 -1.85 5.17  0.312
H28 7.81 0.78 -3.58  0.314
H29 0.71 1.03 -4.02  0.074
H30 7.37 1.88 -4.88  0.406
H31 -1.44 -0.19 -4.46  0.021
H32 -1.98 4.23 -4.74  0.013
H33 3.01 1.43 8.43  0.271
H34 -5.12 -1.93 4.06  0.439
H35 -6.11 4.85 5.21  0.348
H36 -1.27 -0.03 -6.18  0.307
H37 -3.30 -0.34 4.93  0.408
H38 -2.16 -2.64 0.65  -0.395
H39 1.69 -0.84 -2.67  -0.140
H40 -5.34 0.14 0.72  -0.082
H41 -0.55 5.22 -4.95  0.464
H42 0.20 5.85 0.80  0.410
H43 0.92 -0.73 4.00  0.166
H44 -3.78 -6.38 -1.70  0.150
H45 5.65 -6.30 -1.20  0.289
H46 0.94 3.20 1.86  -0.382
H47 3.23 1.79 -2.38  -0.010
H48 4.37 -0.37 0.24  -0.562
H49 -0.41 4.88 2.15  -0.253
H50 -1.09 -4.89 0.48  0.150
H51 -6.16 3.05 3.28  -0.163
H52 -4.51 -7.06 -3.16  0.409
H53 6.41 -3.78 -0.92  0.222
H54 -3.25 -3.26 1.79  -0.062
H55 -7.31 -0.14 5.89  0.284
H56 -0.56 6.97 3.51  0.333
H57 -3.11 -7.93 -2.45  0.403
H58 -4.06 1.42 0.75  -0.050
H59 -3.27 2.54 -1.23  -0.073
H60 3.33 3.51 -2.78  0.514
H61 6.57 -0.73 -0.76  0.118
H62 4.13 -2.12 -0.02  0.200
H63 5.70 3.01 -3.65  0.322
H64 7.72 -4.91 -0.78  0.483
H65 -1.67 1.28 -5.00  0.234
H66 2.01 -1.86 4.97  0.472
H67 2.70 -2.11 -2.74  0.436
H68 7.68 0.52 -0.42  0.290
H69 4.42 -1.10 7.40  0.371
H70 7.83 -0.17 2.01  0.349
H71 -5.88 6.05 4.11  0.376
H72 -2.30 -3.24 -2.53  -0.066
H73 -2.46 4.63 -2.38  0.406
H74 -0.01 -7.38 -3.20  0.400
H75 -3.06 -1.78 -2.88  0.490
H76 2.93 -1.12 0.77  0.196
H77 8.21 -1.12 -0.41  0.432
H78 4.60 1.03 8.82  0.387
H79 0.76 -5.13 -1.12  -0.041
H80 -8.76 -1.06 5.37  0.408
H81 -0.38 3.45 -4.83  0.029
H82 2.47 2.94 -1.27  0.130
H83 -5.67 1.81 1.32  -0.025
H84 6.24 0.59 -4.27  0.230
H85 3.26 0.04 9.50  0.295
H86 -3.56 3.90 -0.26  -0.173
H87 -7.41 5.13 4.07  0.382